1.
This record from OMol25 describes a molecular structure, C40H50Cl2N2O2P2Pt at a distorted geometry. The level of theory is ωB97M-V/def2-TZVPD.

E_HOMO, eV: -6.75
Frontier orbital gap, eV: 7.388

```
99
Properties=species:S:1:pos:R:3:forces:R:3
Pt 0.210 0.617 -0.405 0.17 -1.04 0.89
C -2.835 -0.407 1.898 0.02 0.00 0.01
C -3.077 -0.455 0.388 0.12 -0.18 0.13
C -4.564 -0.467 0.041 -0.03 -0.01 0.09
P -2.051 0.815 -0.438 -0.13 -0.03 -0.50
C -2.738 1.032 -2.126 0.01 -0.14 -0.07
C -1.968 2.134 -2.855 0.00 0.02 0.01
C -2.652 -0.284 -2.905 -0.05 0.01 -0.02
C -2.255 2.403 0.367 -0.34 -0.09 0.19
C -3.461 2.931 0.838 0.00 -0.01 -0.13
C -3.519 4.145 1.495 0.02 0.05 0.02
C -4.818 4.700 2.021 0.07 0.00 0.00
C -2.308 4.822 1.685 0.01 -0.03 0.01
C -1.110 4.325 1.216 -0.01 0.07 0.00
C -1.061 3.104 0.520 0.44 0.14 0.06
N 0.126 2.545 0.051 -0.04 1.14 -0.07
C 1.164 3.354 -0.444 -0.54 0.09 0.06
C 0.992 4.649 -0.940 0.02 0.11 -0.01
C 2.065 5.346 -1.477 -0.08 0.01 0.02
C 3.338 4.792 -1.565 0.00 -0.01 0.00
C 4.485 5.540 -2.195 -0.05 -0.02 0.01
C 3.495 3.494 -1.092 0.05 0.00 0.13
C 2.439 2.793 -0.525 0.34 -0.11 -0.21
P 2.440 1.065 -0.010 0.10 -0.14 0.45
C 3.941 0.299 -0.743 -0.01 -0.11 -0.07
C 3.786 -1.220 -0.834 0.05 0.01 0.07
C 5.240 0.655 -0.012 0.05 0.02 -0.10
C 2.739 1.001 1.828 0.05 0.14 0.02
C 3.209 2.348 2.380 0.04 -0.06 0.05
C 1.520 0.502 2.602 0.01 0.03 0.04
H -3.279 -1.283 2.374 0.01 0.01 0.00
H -3.279 0.487 2.342 -0.01 0.00 -0.02
H -1.768 -0.399 2.130 0.00 -0.02 -0.03
H -2.630 -1.385 0.018 0.00 -0.03 -0.04
H -5.086 0.415 0.415 0.04 0.00 0.02
H -5.024 -1.339 0.512 -0.02 0.02 -0.01
H -4.745 -0.537 -1.030 0.00 0.00 -0.01
H -3.781 1.343 -2.009 -0.03 -0.02 0.00
H -0.909 1.877 -2.926 0.00 -0.02 0.00
H -2.053 3.097 -2.348 0.00 -0.02 0.00
H -2.357 2.242 -3.870 -0.01 0.03 0.03
H -1.608 -0.561 -3.052 -0.02 0.02 -0.01
H -3.112 -0.160 -3.889 0.00 0.00 0.02
H -3.155 -1.113 -2.404 0.00 0.02 -0.01
H -4.385 2.385 0.677 0.05 -0.02 0.02
H -5.673 4.211 1.553 0.02 0.00 0.00
H -4.897 5.771 1.831 0.00 -0.01 -0.01
H -4.905 4.555 3.101 0.01 0.00 -0.01
H -2.307 5.761 2.229 0.00 -0.01 -0.02
H -0.191 4.867 1.399 -0.04 0.01 0.01
H 0.008 5.097 -0.939 0.03 0.03 -0.01
H 1.896 6.345 -1.866 -0.01 -0.02 0.02
H 4.368 6.616 -2.070 0.00 -0.01 0.01
H 4.550 5.340 -3.267 -0.01 -0.01 0.00
H 5.438 5.251 -1.750 -0.01 0.00 0.00
H 4.471 3.029 -1.176 -0.04 0.00 0.00
H 3.975 0.699 -1.761 0.00 0.03 -0.01
H 3.620 -1.664 0.152 0.01 0.01 -0.01
H 4.694 -1.660 -1.253 0.00 0.01 0.03
H 2.950 -1.491 -1.468 -0.02 0.00 -0.07
H 5.331 0.092 0.918 0.00 0.00 -0.01
H 5.330 1.713 0.231 0.00 -0.01 -0.01
H 6.090 0.382 -0.641 0.00 -0.01 0.03
H 3.534 0.262 1.959 0.04 0.00 0.00
H 2.420 3.096 2.273 0.02 -0.02 0.00
H 4.096 2.729 1.873 -0.01 -0.01 0.00
H 3.442 2.250 3.444 -0.02 0.01 -0.02
H 0.720 1.244 2.585 -0.02 0.00 -0.02
H 1.804 0.323 3.644 -0.02 0.01 -0.02
H 1.127 -0.427 2.189 0.04 0.07 -0.03
Cl 0.267 -2.805 2.922 -0.03 -0.14 0.00
C 0.473 -4.525 2.738 -0.06 0.02 0.04
C 0.690 -5.287 3.870 0.01 -0.01 0.03
C 0.858 -6.657 3.750 0.00 0.02 -0.02
C 0.838 -7.238 2.493 0.01 -0.02 0.02
C 0.636 -6.457 1.368 0.05 -0.12 -0.02
Cl 0.751 -7.225 -0.184 -0.02 0.02 0.00
C 0.413 -5.077 1.449 -0.08 0.22 -0.01
N 0.226 -4.271 0.340 0.07 -0.26 -0.09
C -0.728 -4.529 -0.672 0.02 0.11 0.17
C -1.886 -5.253 -0.409 -0.05 -0.06 -0.02
C -2.836 -5.447 -1.400 0.04 0.02 -0.01
C -2.644 -4.901 -2.662 0.02 0.01 0.04
C -1.491 -4.171 -2.918 0.01 -0.02 -0.01
C -0.517 -3.986 -1.943 -0.01 0.09 -0.07
C 0.722 -3.177 -2.249 -0.09 -0.10 0.11
C 0.583 -1.763 -1.723 -0.23 0.36 0.01
O 0.569 -0.780 -2.475 0.26 -0.74 -0.61
O 0.441 -1.618 -0.451 -0.20 0.72 -0.37
H 0.715 -4.802 4.836 0.01 -0.01 -0.02
H 1.020 -7.266 4.629 0.00 0.01 -0.01
H 1.012 -8.298 2.367 -0.03 0.01 0.00
H 0.413 -3.278 0.455 0.02 0.03 -0.02
H -2.040 -5.658 0.584 0.00 -0.01 -0.02
H -3.731 -6.015 -1.181 0.02 0.00 0.00
H -3.383 -5.042 -3.439 0.01 0.00 0.01
H -1.332 -3.740 -3.901 0.00 -0.02 0.03
H 0.886 -3.128 -3.323 0.02 -0.01 -0.01
H 1.587 -3.639 -1.766 -0.01 -0.02 -0.01
```
Positions in Å, forces in eV/Å.

---

2.
This record from OMol25 describes a molecular structure, C40H50N6NaO4 at a distorted geometry. The level of theory is ωB97M-V/def2-TZVPD.

E_HOMO, eV: -3.58
Total charge: -1
Frontier orbital gap, eV: 5.496

```
101
Properties=species:S:1:pos:R:3:forces:R:3
Na 0.964 0.618 -0.423 -0.62 -0.78 0.77
C 2.003 -2.192 1.765 0.04 0.14 -0.15
N 0.803 -1.644 1.146 -0.13 -0.03 0.14
C -0.251 -1.301 2.103 0.18 -0.10 -0.02
C 0.251 -0.401 3.201 0.11 -0.07 -0.04
C 0.184 -0.787 4.537 -0.02 0.03 0.07
C 0.690 0.057 5.513 -0.03 -0.07 0.00
C 1.275 1.249 5.124 0.03 0.01 0.01
C 1.301 1.551 3.770 -0.06 -0.03 -0.11
N 0.786 0.762 2.829 0.07 0.08 0.07
C 0.267 -2.502 0.096 0.15 0.12 -0.07
C 1.270 -2.682 -1.020 -0.03 0.11 0.04
C 1.537 -3.924 -1.582 0.00 -0.06 -0.03
C 2.452 -4.008 -2.619 -0.02 -0.05 0.01
C 3.083 -2.856 -3.057 0.00 0.01 0.00
C 2.757 -1.658 -2.440 -0.12 0.05 0.13
N 1.873 -1.573 -1.447 0.03 0.11 -0.14
C 3.247 -1.321 1.625 -0.15 0.12 -0.05
C 4.477 -1.820 2.045 0.02 -0.03 0.03
C 5.602 -1.024 1.931 0.02 -0.02 0.01
C 5.472 0.249 1.395 0.01 0.00 0.02
C 4.212 0.660 0.998 -0.15 -0.08 0.01
N 3.119 -0.103 1.110 0.15 0.11 -0.15
H 2.236 -3.170 1.334 0.01 -0.03 -0.02
H 1.836 -2.373 2.832 0.01 0.01 0.06
H -0.689 -2.206 2.558 0.00 -0.02 0.02
H -1.052 -0.803 1.549 0.01 0.01 -0.10
H -0.264 -1.739 4.799 0.01 0.02 -0.01
H 0.639 -0.219 6.560 0.01 -0.01 -0.02
H 1.706 1.931 5.845 -0.02 -0.01 -0.03
H 1.757 2.472 3.422 0.00 -0.03 -0.01
H -0.637 -2.026 -0.309 0.00 0.02 -0.01
H -0.030 -3.491 0.484 0.00 -0.04 0.02
H 1.023 -4.805 -1.215 0.01 0.02 -0.01
H 2.670 -4.965 -3.080 -0.01 0.02 0.02
H 3.806 -2.878 -3.862 -0.02 0.01 0.01
H 3.204 -0.719 -2.756 -0.03 -0.04 0.04
H 4.544 -2.823 2.452 -0.01 0.01 0.00
H 6.569 -1.392 2.251 -0.01 0.00 0.00
H 6.322 0.908 1.282 -0.02 -0.01 0.00
H 4.067 1.643 0.560 0.00 -0.08 0.02
C -1.972 0.997 -0.726 0.11 -0.03 -0.12
C -1.899 0.141 -1.863 -0.09 -0.05 0.09
C -2.589 -1.069 -1.502 0.02 0.08 0.10
C -3.063 -0.890 -0.174 -0.03 0.00 -0.06
C -2.704 0.380 0.301 0.04 0.04 -0.09
C -3.215 1.074 1.549 0.05 0.01 0.02
C -3.352 0.101 2.724 0.05 -0.03 0.10
C -2.275 2.216 1.960 0.03 0.02 0.01
C -4.601 1.679 1.267 -0.03 -0.03 -0.01
C -2.970 -2.343 -2.275 0.03 0.04 0.04
C -1.940 -2.806 -3.312 0.05 -0.01 -0.01
C -4.334 -2.168 -2.969 -0.01 -0.01 0.01
C -3.129 -3.529 -1.305 0.03 -0.04 0.02
C -1.370 0.666 -3.211 -0.06 0.00 0.02
C -0.043 0.024 -3.670 -0.03 0.05 0.02
C -2.430 0.513 -4.318 0.01 -0.02 0.00
C -1.097 2.177 -3.121 -0.01 0.02 -0.05
H -1.598 2.013 -0.680 -0.02 -0.10 -0.06
H -3.628 -1.620 0.394 0.00 0.04 -0.06
H -2.377 -0.279 3.046 -0.21 0.08 0.01
H -3.975 -0.755 2.450 0.02 0.04 0.01
H -3.818 0.600 3.581 0.02 -0.03 -0.02
H -1.248 1.856 2.068 -0.11 -0.01 -0.01
H -2.600 2.657 2.910 -0.02 -0.01 -0.01
H -2.277 3.004 1.198 -0.02 -0.07 0.02
H -5.313 0.886 1.021 0.02 0.04 0.00
H -4.545 2.354 0.409 -0.01 -0.02 0.03
H -4.981 2.237 2.134 0.03 -0.04 -0.05
H -1.823 -2.110 -4.140 0.04 -0.07 0.08
H -2.252 -3.770 -3.733 0.01 0.04 0.00
H -0.959 -2.945 -2.850 -0.01 0.00 -0.01
H -4.321 -1.343 -3.679 0.01 0.00 0.00
H -5.098 -1.947 -2.219 0.01 0.00 -0.03
H -4.624 -3.082 -3.504 0.02 0.05 0.03
H -2.204 -3.716 -0.750 -0.07 0.02 -0.03
H -3.377 -4.434 -1.871 0.01 0.02 0.03
H -3.929 -3.363 -0.582 0.03 0.00 -0.04
H -0.016 -1.049 -3.494 -0.03 -0.02 -0.03
H 0.802 0.475 -3.141 -0.06 -0.03 0.00
H 0.119 0.201 -4.741 0.00 0.02 0.05
H -2.572 -0.521 -4.629 -0.04 0.11 0.02
H -2.129 1.082 -5.204 -0.01 -0.02 0.03
H -3.393 0.896 -3.969 0.04 0.00 -0.02
H -0.355 2.422 -2.360 0.00 -0.02 -0.01
H -2.015 2.730 -2.903 0.04 -0.03 0.00
H -0.705 2.525 -4.082 0.00 0.00 0.02
O 4.592 5.201 0.085 0.05 0.06 0.03
C 3.829 5.240 1.157 -0.08 -0.09 0.04
O 4.167 5.802 2.178 0.00 0.05 -0.02
C 2.504 4.563 1.071 0.16 -0.08 -0.23
C 1.510 4.736 2.001 -0.17 0.10 0.08
N 0.466 4.000 1.588 -0.16 0.04 0.02
N 0.703 3.332 0.452 0.46 -0.06 0.12
C 1.948 3.656 0.123 -0.11 0.09 -0.03
C 2.574 3.047 -1.115 -0.11 -0.01 -0.11
O 3.483 3.716 -1.665 0.09 -0.05 0.14
O 2.132 1.936 -1.466 0.64 0.72 -0.53
H 4.149 4.681 -0.675 -0.06 -0.11 -0.03
H 1.493 5.340 2.895 -0.01 -0.06 -0.06
H -0.434 3.887 2.027 -0.01 -0.01 0.01
```
Positions in Å, forces in eV/Å.